(1)
DFT (the ωB97M-V functional and the def2-TZVPD basis) results for a structure of composition C44H46BrIN2O7P2STl.

```
! wB97M-V def2-TZVPD RIJCOSX def2/J DEFGRID3
* xyz -1 1
Tl -1.4617 1.1929 -0.3168
O 1.9424 1.9152 2.7273
C 1.3047 1.9816 1.6695
O 0.3460 1.2044 1.3433
C 1.7453 3.0042 0.6195
C 1.9096 2.3539 -0.7671
C 2.8369 3.2197 -1.6265
C 1.9129 4.4312 -1.9206
C 0.6102 3.9994 -1.2275
O 0.6398 2.5711 -1.4027
C 0.7405 4.1623 0.2890
C -0.5890 4.1068 1.0641
O -0.6095 4.6440 2.1701
O -1.5812 3.5122 0.5080
H 2.6923 3.4159 0.9663
H 2.1179 1.2858 -0.7460
H 3.1076 2.6979 -2.5454
H 3.7523 3.4933 -1.1009
H 1.7542 4.5578 -2.9912
H 2.2957 5.3692 -1.5182
H -0.3039 4.3965 -1.6579
H 1.1967 5.1172 0.5491
C 1.3828 -3.3089 -1.4436
P 0.8766 -1.9304 -0.2958
C 1.8203 -2.3489 1.2200
C 2.0265 -3.6508 1.6824
C 2.7305 -3.8798 2.8518
C 3.2264 -2.8065 3.5882
C 3.0086 -1.5116 3.1507
C 2.3133 -1.2865 1.9674
C -0.7995 -2.5362 0.1590
C -1.7613 -2.6419 -0.8483
C -3.0593 -3.0287 -0.5581
C -3.4287 -3.2943 0.7548
C -2.4920 -3.1578 1.7666
C -1.1874 -2.7820 1.4730
P 2.7213 -2.7180 -2.5752
C 3.5163 -4.3016 -3.0529
C 2.8091 -5.4994 -3.1279
C 3.4202 -6.6612 -3.5839
C 4.7501 -6.6447 -3.9726
C 5.4650 -5.4548 -3.9087
C 4.8522 -4.2967 -3.4600
C 3.9279 -2.0820 -1.3506
C 4.0966 -0.7024 -1.2806
C 4.8997 -0.1340 -0.2991
C 5.5535 -0.9481 0.6109
C 5.4080 -2.3293 0.5390
C 4.5982 -2.8912 -0.4326
H 0.5126 -3.5512 -2.0563
H 1.6731 -4.2084 -0.8986
H 1.6206 -4.4954 1.1374
H 2.8842 -4.8948 3.1984
H 3.7707 -2.9883 4.5073
H 3.3599 -0.6593 3.7184
H 2.1248 -0.2723 1.6499
H -1.4985 -2.4006 -1.8732
H -3.7871 -3.1073 -1.3567
H -4.4455 -3.5856 0.9875
H -2.7759 -3.3392 2.7964
H -0.4721 -2.6693 2.2774
H 1.7695 -5.5363 -2.8272
H 2.8517 -7.5818 -3.6301
H 5.2283 -7.5503 -4.3231
H 6.5051 -5.4296 -4.2090
H 5.4218 -3.3756 -3.4102
H 3.5767 -0.0686 -1.9900
H 4.9992 0.9427 -0.2395
H 6.1659 -0.5083 1.3879
H 5.9052 -2.9652 1.2606
H 4.4703 -3.9672 -0.4703
Br -3.6594 7.0061 -4.0187
C -4.9208 5.5883 -3.9943
C -5.9501 5.6388 -4.9250
C -6.8996 4.6313 -4.9537
C -6.8196 3.5827 -4.0486
C -5.7908 3.5349 -3.1219
C -4.8224 4.5375 -3.0899
I -3.3130 4.3567 -1.6582
H -5.9982 6.4673 -5.6181
H -7.7018 4.6727 -5.6794
H -7.5645 2.7976 -4.0500
H -5.7541 2.7399 -2.3865
N -4.9005 -0.1554 0.7523
C -5.0990 1.1477 0.3576
N -4.5028 2.0799 1.1577
O -5.8044 1.4356 -0.6047
H -4.0666 -0.3532 1.2939
H -5.1289 -0.8222 0.0352
H -3.7190 1.7637 1.7189
H -4.4036 2.9946 0.7457
O -2.3986 0.3039 2.2050
S -1.4441 0.2493 3.3843
C -2.5609 0.0541 4.8068
C -3.1136 1.4420 5.0981
C -1.8839 2.3451 5.0732
C -1.0936 1.9784 3.8200
H -1.9627 -0.3223 5.6417
H -3.3001 -0.6953 4.5263
H -3.6426 1.4748 6.0523
H -3.8173 1.7283 4.3128
H -1.2833 2.1616 5.9689
H -2.1341 3.4058 5.0563
H -0.0144 2.0972 3.8983
H -1.4267 2.5397 2.9473
*
```

E_tot ... -6465.78085 hartree
HOMO-LUMO gap ... 8.1 eV
LUMO ... 2.2 eV

(2)
DFT (the ωB97M-V functional and the def2-TZVPD basis) results for a cluster of 8 separate species, C44H46F7N2P2 in total.

```
! wB97M-V def2-TZVPD RIJCOSX def2/J DEFGRID3
* xyz -1 1
N -3.4993 -6.7813 2.7517
C -4.4562 -6.1729 1.9508
C -3.9426 -5.3234 0.6112
P -4.9109 -3.7066 0.2973
P -3.3001 -2.5005 1.1944
N -3.1955 -1.0612 0.4085
H -2.5442 -6.5917 2.3714
H -5.5919 -6.2693 2.2178
H -2.8057 -5.1049 0.7839
H -4.0435 -5.9800 -0.3785
H -5.6334 -3.7990 1.5656
H -5.6559 -2.4601 0.0734
H -4.3394 -3.5161 -1.0140
H -6.0252 -4.3885 -0.3324
H -3.6177 -2.3177 2.6059
H -1.9845 -3.1116 1.0631
H -3.9252 -1.0637 -0.3591
F -0.7712 -3.9697 2.7006
C -0.5737 -4.4234 3.9455
C -0.7749 -3.5698 5.0247
C -0.5744 -4.0432 6.3213
C -0.1638 -5.3631 6.5239
C 0.0404 -6.2106 5.4340
C -0.1710 -5.7402 4.1382
H -1.0857 -2.5454 4.8476
H -0.7365 -3.3861 7.1722
H -0.0032 -5.7306 7.5352
H 0.3639 -7.2363 5.5939
H -0.0256 -6.3879 3.2800
F 1.8714 3.2135 -1.9655
C 0.7674 2.5243 -1.6481
C -0.4807 3.1105 -1.8281
C -1.6306 2.3913 -1.5026
C -1.5191 1.0966 -0.9898
C -0.2617 0.5187 -0.8080
C 0.8874 1.2340 -1.1441
H -0.5474 4.1203 -2.2198
H -2.6113 2.8378 -1.6469
H -2.4161 0.5377 -0.7318
H -0.1772 -0.4876 -0.4049
H 1.8723 0.7968 -1.0176
F -5.9496 3.6406 4.4705
C -6.1148 2.5772 3.6728
C -5.0705 2.1705 2.8496
C -5.2403 1.0602 2.0227
C -6.4577 0.3748 2.0201
C -7.5016 0.7938 2.8462
C -7.3277 1.8973 3.6812
H -4.1349 2.7202 2.8590
H -4.4272 0.7295 1.3811
H -6.5912 -0.4885 1.3717
H -8.4496 0.2613 2.8395
H -8.1255 2.2312 4.3362
F -1.9462 2.3566 2.8582
C -1.3820 3.5106 3.2385
C -1.5878 4.6562 2.4777
C -1.0047 5.8591 2.8762
C -0.2126 5.9004 4.0263
C -0.0079 4.7440 4.7804
C -0.6002 3.5439 4.3878
H -2.1992 4.6032 1.5829
H -1.1659 6.7621 2.2926
H 0.2456 6.8378 4.3342
H 0.6124 4.7777 5.6728
H -0.4588 2.6376 4.9672
F 2.4453 -2.1056 -1.3482
C 3.5001 -1.9810 -2.1646
C 3.2980 -1.6306 -3.4950
C 4.3963 -1.4957 -4.3441
C 5.6851 -1.7237 -3.8554
C 5.8773 -2.0800 -2.5197
C 4.7797 -2.2039 -1.6683
H 2.2891 -1.4655 -3.8589
H 4.2495 -1.2144 -5.3840
H 6.5412 -1.6227 -4.5192
H 6.8809 -2.2610 -2.1427
H 4.9116 -2.4713 -0.6251
F -0.6610 8.2331 0.8903
C -0.4528 8.0902 -0.4254
C -1.2258 7.1867 -1.1462
C -1.0129 7.0413 -2.5171
C -0.0208 7.7941 -3.1502
C 0.7532 8.6947 -2.4171
C 0.5325 8.8480 -1.0485
H -1.9861 6.6045 -0.6359
H -1.6171 6.3432 -3.0911
H 0.1479 7.6771 -4.2186
H 1.5275 9.2766 -2.9113
H 1.1189 9.5500 -0.4651
F 8.3481 -1.1017 -5.7923
C 8.8093 -2.2247 -6.3587
C 9.5024 -3.1474 -5.5829
C 9.9783 -4.3193 -6.1711
C 9.7649 -4.5503 -7.5323
C 9.0724 -3.6157 -8.3036
C 8.5871 -2.4494 -7.7127
H 9.6658 -2.9470 -4.5291
H 10.5146 -5.0506 -5.5716
H 10.1402 -5.4623 -7.9916
H 8.9112 -3.7958 -9.3637
H 8.0390 -1.7164 -8.2954
*
```

E_tot ... -3195.32412 hartree
HOMO-LUMO gap ... 6.1 eV
LUMO ... 1.9 eV

Q: Among the records above, which one has the lowest HOMO-LUMO gap?
A: C44H46F7N2P2

Q: Which formula does entry 2 have?
A: C44H46F7N2P2

Q: The lowest HOMO-LUMO gap belongs to which entry?
A: C44H46F7N2P2

Q: Number 2 is which compound?
A: C44H46F7N2P2